Computed, not measured: a 11-piece molecular cluster, C39H99NO11 overall in a non-equilibrium geometry, with the ωB97M-V functional and the def2-TZVPD basis.

The highest occupied orbital energy is -8.25 eV. For the LUMO energy, the calculation gives 0.01795 Eh. The calculated total energy comes out at -66057.9239 eV.

ORCA input file:
```
! wB97M-V def2-TZVPD RIJCOSX def2/J DEFGRID3
* xyz 0 1
C 2.317 7.264 0.597
C 1.962 5.789 0.966
C 0.540 5.497 0.509
O 2.912 4.966 0.305
H 2.632 7.449 -0.430
H 3.156 7.533 1.243
H 1.514 7.973 0.815
H 2.057 5.747 2.049
H 0.228 4.498 0.821
H 0.405 5.542 -0.578
H -0.177 6.248 0.846
H 2.698 5.030 -0.632
C -0.643 -5.626 5.090
C -1.013 -6.286 3.769
C -0.880 -5.361 2.559
O -0.200 -7.435 3.590
H -0.603 -6.298 5.949
H -1.346 -4.825 5.339
H 0.368 -5.208 5.082
H -2.073 -6.576 3.765
H -1.349 -4.392 2.727
H -1.306 -5.826 1.672
H 0.197 -5.227 2.418
H -0.651 -8.217 3.912
C 0.279 -1.672 4.893
C 1.752 -1.804 5.141
C 2.475 -2.670 4.084
O 2.233 -0.478 5.352
H -0.194 -1.197 5.757
H -0.251 -2.618 4.791
H 0.151 -0.988 4.049
H 1.878 -2.374 6.074
H 2.101 -2.318 3.120
H 2.177 -3.704 4.242
H 3.553 -2.605 4.227
H 3.181 -0.431 5.177
C 3.693 -2.756 -6.448
C 3.254 -2.990 -5.012
C 3.014 -4.487 -4.657
O 4.286 -2.501 -4.133
H 4.307 -3.563 -6.843
H 4.180 -1.780 -6.503
H 2.794 -2.632 -7.058
H 2.365 -2.373 -4.860
H 3.487 -5.133 -5.393
H 1.927 -4.588 -4.628
H 3.411 -4.693 -3.668
H 5.093 -2.412 -4.645
C 1.997 3.190 4.178
C 2.540 2.388 2.999
C 4.050 2.104 3.069
O 1.898 1.109 2.956
H 2.695 3.947 4.537
H 1.668 2.549 5.001
H 1.066 3.706 3.921
H 2.318 2.886 2.056
H 4.606 3.041 3.012
H 4.244 1.445 2.226
H 4.282 1.583 4.000
H 1.890 0.716 3.844
C -1.846 -0.258 -6.329
C -2.562 0.527 -5.235
C -1.735 1.725 -4.792
O -3.799 1.004 -5.742
H -1.043 -0.886 -5.927
H -1.390 0.353 -7.109
H -2.499 -1.018 -6.764
H -2.673 -0.228 -4.449
H -1.752 2.518 -5.534
H -0.749 1.376 -4.460
H -2.075 2.137 -3.837
H -4.220 1.525 -5.048
C -2.777 0.269 5.789
C -1.990 1.453 5.197
C -1.854 1.370 3.685
O -2.663 2.644 5.597
H -2.673 -0.674 5.244
H -3.839 0.483 5.919
H -2.444 0.035 6.807
H -0.990 1.393 5.643
H -2.787 1.027 3.235
H -1.036 0.732 3.358
H -1.643 2.343 3.236
H -2.348 2.900 6.467
C 2.222 1.117 -6.259
C 2.216 2.460 -6.942
C 2.512 3.632 -6.001
O 3.105 2.478 -8.051
H 1.451 0.935 -5.506
H 3.076 1.156 -5.568
H 2.231 0.294 -6.968
H 1.228 2.675 -7.381
H 3.447 3.459 -5.465
H 1.688 3.619 -5.282
H 2.582 4.552 -6.577
H 3.469 3.329 -8.285
C -4.325 -2.109 2.123
C -5.547 -1.255 2.315
C -5.363 -0.005 3.158
O -5.877 -0.761 0.975
H -4.665 -2.779 1.327
H -4.137 -2.762 2.976
H -3.462 -1.527 1.812
H -6.446 -1.815 2.593
H -4.407 0.454 2.888
H -5.143 -0.296 4.196
H -6.160 0.730 3.109
H -6.312 0.090 1.004
C -3.939 0.544 -1.864
C -3.874 1.769 -0.945
C -2.865 1.568 0.196
O -3.395 2.925 -1.632
H -4.201 -0.359 -1.312
H -2.914 0.371 -2.215
H -4.567 0.690 -2.740
H -4.880 2.017 -0.606
H -3.241 0.867 0.948
H -2.597 2.466 0.748
H -1.960 1.167 -0.260
H -2.592 2.821 -2.142
C -1.399 -2.482 -0.335
C -0.037 -1.904 -0.648
C 0.077 -1.738 -2.166
C 1.222 -0.864 -2.651
C 1.270 0.463 -1.931
C 1.227 0.342 -0.395
N 0.116 -0.558 -0.050
O -0.133 -0.564 1.326
C 2.644 -0.053 0.094
C 0.824 1.724 0.130
C 0.982 -2.951 -0.109
H -1.621 -2.384 0.728
H -1.509 -3.492 -0.723
H -2.172 -1.863 -0.809
H 0.215 -2.748 -2.571
H -0.878 -1.436 -2.609
H 1.154 -0.744 -3.734
H 2.127 -1.450 -2.450
H 0.408 1.063 -2.253
H 2.090 0.980 -2.445
H 3.017 -0.851 -0.552
H 3.300 0.812 0.106
H 2.574 -0.540 1.069
H -0.093 2.006 -0.397
H 0.531 1.764 1.174
H 1.550 2.485 -0.163
H 0.757 -3.275 0.908
H 1.990 -2.544 -0.193
H 0.944 -3.866 -0.705
H 0.700 -0.759 1.796
*
```

Computed, not measured: C3AgLi2O3 as an isolated structure in a non-equilibrium geometry, with the ωB97M-V functional and the def2-TZVPD basis.

The highest occupied orbital energy (alpha / beta) is -5.64 / -7.00 eV. For the LUMO energy (alpha / beta), the calculation gives -0.01874 / -0.02470 Eh. The calculated total energy comes out at -13659.8365 eV.

ORCA input file:
```
! wB97M-V def2-TZVPD RIJCOSX def2/J DEFGRID3
* xyz 0 2
O -0.271 2.097 -1.677
C 0.256 1.050 -1.601
O 0.508 -0.049 -1.935
Li 0.736 -1.711 -0.815
Li -0.884 2.723 0.368
C 0.032 1.020 0.945
C -0.226 -0.192 1.110
O -0.114 -1.455 0.969
Ag -0.036 -3.484 2.637
*
```

Energy above the lowest of the compared OMol25 structures with the same formula, charge and spin: 1.961 0.307 (eV)